The following is a quantum chemistry calculation of a structure of composition C27H55AgO13S6 at a distorted geometry, from OMol25.

Summary:
E_HOMO, eV: -8.13
Orbital gap, eV: 8.5
Energy, Eh: -4575.836979

```
102
Properties=species:S:1:pos:R:3:forces:R:3
Ag 0.77291 0.65466 -0.91942 -0.306 -0.405 0.003
C 2.36433 3.10367 -2.74629 -0.663 -0.182 -1.891
C 2.21184 1.73548 -3.46214 -1.718 0.434 -0.370
C 3.48123 0.92753 -3.50732 -0.822 -1.492 -0.906
O 1.12915 1.00027 -2.98111 -0.177 -0.465 0.912
H 3.21723 3.58270 -3.19613 0.540 0.512 -0.035
H 2.47994 3.11136 -1.67874 -0.043 -0.406 0.642
H 1.48328 3.70290 -3.05428 0.390 -0.205 0.553
H 1.82480 1.96520 -4.49725 1.115 0.187 0.349
H 3.77202 0.67359 -2.52495 0.327 -0.207 1.289
H 4.29480 1.47282 -3.93055 0.642 0.233 -0.685
H 3.31395 -0.09290 -3.99309 0.245 1.476 0.211
C 2.27839 -3.08727 -4.16251 2.981 0.561 0.296
C 1.49599 -2.30630 -5.21088 -1.321 -0.082 0.656
C 0.19290 -1.70722 -4.55773 2.460 0.443 0.016
S -0.08369 -2.67110 -3.15515 0.353 1.105 1.729
O -0.76664 -3.83958 -3.59861 -0.380 -1.441 -0.030
O -0.65085 -1.90788 -2.04892 -0.084 -0.178 -0.440
C 1.64143 -2.96843 -2.80339 0.683 0.715 0.765
H 3.38324 -2.72986 -4.05033 -1.905 -0.203 -0.311
H 2.44190 -4.08761 -4.50849 -0.402 -0.828 0.127
H 1.22218 -2.95707 -6.01925 -0.218 -0.347 -0.375
H 2.13113 -1.56838 -5.61415 0.360 1.233 -0.491
H -0.66298 -1.77650 -5.15275 -1.273 0.021 -1.017
H 0.37367 -0.71326 -4.16729 0.076 0.566 -0.084
H 1.78206 -3.82952 -2.18055 -0.246 -0.730 0.144
H 2.12145 -2.14686 -2.18384 -1.045 -0.498 -0.927
C -4.66591 0.94731 2.36120 0.097 1.966 -0.863
C -5.42844 2.32652 2.35777 1.038 0.060 -0.719
C -6.82248 2.13973 1.75126 0.390 -0.609 1.278
S -6.92161 0.41595 1.30051 1.261 1.008 0.489
O -6.21692 0.32017 0.03737 -0.614 -0.573 -0.009
O -8.23274 -0.09826 1.52984 -0.513 -0.587 -0.292
C -5.74937 -0.03191 2.58959 0.167 -2.955 -0.181
H -3.96414 1.00238 3.18697 0.447 -0.409 -0.281
H -4.19614 0.84708 1.31980 -0.323 -0.251 1.863
H -4.87149 2.95107 1.66761 0.141 0.439 0.177
H -5.40015 2.80203 3.35055 -0.367 -0.290 -0.348
H -6.94806 2.70171 0.87631 -0.293 0.797 -1.265
H -7.59951 2.35260 2.45715 -0.571 0.059 0.288
H -5.36462 -1.11404 2.48229 -1.001 1.525 0.133
H -6.27918 0.11462 3.54687 0.274 -0.179 -0.314
C 0.19827 1.20722 5.77564 -0.435 1.183 1.195
C -0.83014 1.93302 4.84969 -0.452 -0.179 0.588
C -0.23837 1.95490 3.39350 -0.713 1.378 1.658
S 1.52133 1.87598 3.63533 -0.027 2.724 -0.017
O 2.18860 3.07251 3.11155 -0.644 -1.165 0.588
O 1.93588 0.60125 3.20700 1.203 -2.506 -1.122
C 1.55758 1.83552 5.43157 0.324 -1.510 -1.003
H 0.13888 0.14513 5.57904 0.514 -0.277 -0.165
H 0.05191 1.32996 6.90184 -0.324 -0.004 -1.542
H -1.05839 2.89109 5.33263 0.526 0.358 -0.710
H -1.82963 1.47654 4.85631 0.447 -0.410 -0.129
H -0.47153 2.85461 2.84254 0.028 0.430 0.059
H -0.62146 1.15813 2.80275 0.149 -1.053 -0.309
H 1.79212 2.85097 5.71023 -0.319 0.189 0.699
H 2.37473 1.11815 5.64937 -0.225 0.738 0.022
C -2.40338 1.52879 -3.77701 -1.619 -0.089 1.467
C -3.69193 0.86450 -3.14349 1.166 1.645 0.430
C -3.31630 0.69129 -1.67271 -0.881 -0.506 0.972
S -2.62653 2.26963 -1.23474 -0.557 0.731 -0.813
O -1.63914 2.06761 -0.18405 -0.357 0.450 0.259
O -3.73152 3.23934 -1.13011 1.438 -1.079 0.479
C -1.79726 2.52204 -2.78924 0.226 0.445 -0.948
H -2.64231 1.96281 -4.71241 -0.038 0.410 -0.986
H -1.69884 0.73456 -3.87211 0.562 -0.590 -0.441
H -3.84204 0.01933 -3.72097 -0.268 -2.297 -0.501
H -4.62758 1.40785 -3.27594 0.271 0.566 0.295
H -2.57172 -0.09517 -1.41079 -0.328 0.526 -0.590
H -4.16406 0.60341 -0.95516 0.301 -0.181 -0.702
H -0.77976 2.21468 -2.68721 0.922 -0.106 0.523
H -1.75397 3.54778 -3.17929 -0.556 -0.121 0.602
C 0.93668 -4.22221 1.65128 -0.459 1.027 -1.149
C 0.06861 -3.95973 0.36875 -0.910 -0.757 0.880
C -1.18007 -3.13630 0.82220 0.296 -0.529 -0.454
S -0.46105 -1.87933 1.83956 0.631 -0.038 0.373
O -1.37593 -1.40758 2.86692 0.373 -0.034 -0.551
O 0.24444 -0.88877 1.02350 -0.603 -0.225 -0.006
C 0.80626 -2.97568 2.51554 -0.475 0.139 1.303
H 1.94538 -4.41559 1.33006 0.556 0.301 -0.029
H 0.66535 -5.08894 2.20197 -0.746 -0.744 0.383
H -0.24955 -4.91237 -0.09128 0.127 0.505 0.094
H 0.67780 -3.41392 -0.32741 -0.012 0.383 -0.326
H -1.85327 -3.74205 1.42397 0.239 -0.090 0.536
H -1.84574 -2.70680 0.08482 0.450 0.269 -0.604
H 0.49428 -3.18828 3.55425 -0.016 -0.007 -0.497
H 1.68570 -2.37287 2.58600 0.682 0.360 -0.180
C 5.04187 1.16176 0.80119 -0.300 0.239 -0.564
C 5.91160 0.27483 1.60202 0.801 -1.911 1.440
C 6.02980 -1.06560 0.82579 0.863 -0.649 1.228
S 4.38005 -1.46880 0.43507 -3.265 -0.019 0.888
O 3.67683 -2.06214 1.60203 1.591 1.083 -1.249
O 4.18651 -2.23089 -0.78823 0.636 0.742 0.093
C 3.87071 0.34822 0.31163 0.065 -1.590 -0.565
H 5.58540 1.52057 -0.06389 0.162 0.261 -0.212
H 4.69610 1.99899 1.36364 -0.185 0.722 0.426
H 5.38340 0.03496 2.57067 0.856 0.356 -0.714
H 6.94594 0.63642 1.75544 -0.695 0.074 0.248
H 6.36210 -1.92478 1.45822 0.131 0.751 -0.534
H 6.63273 -0.96042 -0.07700 -0.125 -0.148 -0.039
H 2.93108 0.42128 0.85775 0.051 0.103 0.054
H 3.79864 0.52519 -0.74817 -0.758 -0.090 -0.217
```
Forces are in eV/Å.

Atom charges from the Löwdin analysis, given in e for atoms 1 to 4: 0.81 -0.06 -0.61 -0.05


The following is a quantum chemistry calculation of the molecule C3H6O3, from OMol25.

Summary:
Energy above the lowest of the compared OMol25 structures with the same formula, charge and spin, kcal/mol: 33.8
E_HOMO, eV: -10.34
SMILES: O=C[C@H](O)CO
Orbital gap, eV: 11.2
Energy, Eh: -343.600635

```
12
Properties=species:S:1:pos:R:3:forces:R:3
O -1.52056 1.42213 0.51744 0.421 0.124 -0.045
C -0.32995 1.22833 0.42667 -0.301 0.049 -0.017
C 0.21376 0.30135 -0.64704 0.149 0.024 0.140
O -0.81267 -0.06558 -1.52705 -0.170 0.015 0.041
C 0.77328 -0.92631 0.09490 0.224 0.007 -0.079
O 0.19688 -1.05893 1.38916 -0.231 -0.214 -0.125
H 0.38839 1.66810 1.13861 -0.056 0.003 -0.095
H 1.02050 0.80976 -1.19353 -0.083 -0.036 0.013
H -1.61167 0.39121 -1.21417 0.011 -0.061 -0.053
H 0.59468 -1.80870 -0.53970 0.059 0.212 0.204
H 1.84974 -0.82397 0.26346 -0.177 -0.002 -0.023
H -0.76237 -1.13740 1.29126 0.156 -0.122 0.039
```
Forces are in eV/Å.

Atom charges from the Löwdin analysis, given in e for atoms 1 to 4: 0.07 -0.19 -0.34 -0.02